Entry 1:
This record from the Open Molecules 2025 dataset describes the ion C4H11NS with charge +1 at a distorted geometry. The level of theory is ωB97M-V/def2-TZVPD.

```
17
Properties=species:S:1:pos:R:3:lowdin_charge:R:1
C -0.96837 0.37258 -1.70582 -0.253
C -0.62524 -0.80027 -0.80435 -0.228
C -0.38118 -0.35220 0.68862 -0.416
S 1.32259 -0.58772 1.14960 1.197
C 1.33116 0.09727 2.80698 -0.304
N 0.11224 0.48781 -2.75435 -0.009
H -1.89629 0.30314 -2.26913 0.119
H -0.98500 1.31549 -1.14323 0.103
H -1.41118 -1.55894 -0.74600 0.118
H 0.26179 -1.29933 -1.20528 0.099
H -0.82984 0.61338 0.86254 0.101
H -0.92517 -1.12206 1.25492 0.115
H 2.38180 0.37192 3.02999 0.072
H 1.21793 -0.75447 3.50432 0.083
H 0.62892 0.85373 3.12123 0.072
H -0.13973 1.13208 -3.49423 0.071
H 0.90556 0.92759 -2.29579 0.061
```

Summary:
lowest unoccupied orbital energy (alpha / beta): -3.47 / -8.35 eV
net charge: +1
HOMO energy (alpha / beta): -12.94 / -12.94 eV
2S+1: 2

---

Entry 2:
This record from the Open Molecules 2025 dataset describes the molecule C4H11NS2 at a distorted geometry. The level of theory is ωB97M-V/def2-TZVPD.

```
18
Properties=species:S:1:pos:R:3:lowdin_charge:R:1
S -3.10957 -1.35093 2.17046 0.307
S -1.63544 -1.96471 0.78374 0.401
C -1.47636 -0.36397 -0.15564 -0.543
C -0.58040 0.71371 0.51740 -0.291
N 0.81533 0.33308 0.58971 -0.107
C 1.57731 -0.17953 -0.56287 -0.281
C 1.89820 0.95643 -1.50174 -0.096
H -2.61152 -2.02836 3.21712 -0.205
H -1.15122 -0.56191 -1.17688 0.062
H -2.48981 0.02834 -0.18198 0.045
H -0.63532 1.54659 -0.19997 0.105
H -0.99221 1.03411 1.46540 0.103
H 0.95364 -0.20342 1.42263 0.086
H 0.95372 -0.99920 -0.94971 0.090
H 2.45352 -0.74483 -0.23878 0.113
H 2.55116 0.65101 -2.32301 0.071
H 0.98354 1.40599 -1.86972 0.061
H 2.49542 1.72760 -1.00617 0.078
```

Summary:
lowest unoccupied orbital energy: 0.41 eV
SMILES string: CCNCCSS
HOMO energy: -8.30 eV
2S+1: 1

---

Entry 3:
This record from the Open Molecules 2025 dataset describes the molecule C4H11NS2 at a distorted geometry. The level of theory is ωB97M-V/def2-TZVPD.

```
18
Properties=species:S:1:pos:R:3:lowdin_charge:R:1
S -2.71222 0.85623 0.17667 0.323
S -1.21120 -0.48534 0.64546 0.421
C -0.44472 -0.68419 -1.00366 -0.565
C 0.58539 0.39423 -1.34615 -0.266
C 1.67344 0.58036 -0.28844 -0.303
N 2.34528 -0.66597 0.01816 -0.121
C 3.45496 -0.50436 0.97872 -0.117
H -3.67684 0.07952 0.68390 -0.205
H -1.30333 -0.71102 -1.66636 0.048
H 0.06475 -1.64920 -1.04480 0.069
H 0.05928 1.33349 -1.54057 0.103
H 1.04439 0.12832 -2.30398 0.112
H 2.36423 1.34256 -0.64113 0.114
H 1.15258 1.01055 0.58995 0.093
H 1.68979 -1.31284 0.43656 0.077
H 4.32692 -1.06238 0.63205 0.068
H 3.16259 -0.83547 1.98425 0.077
H 3.71190 0.55380 1.06952 0.072
```

Summary:
lowest unoccupied orbital energy: 0.51 eV
SMILES string: CNCCCSS
HOMO energy: -8.59 eV
2S+1: 1

---

Entry 4:
This record from the Open Molecules 2025 dataset describes a cluster of 2 separate species, C4H11O in total at a distorted geometry. The level of theory is ωB97M-V/def2-TZVPD.

```
16
Properties=species:S:1:pos:R:3:lowdin_charge:R:1
C -0.62866 2.46715 -0.43280 -0.530
O -0.74573 1.28505 -1.03119 -0.397
H -0.14390 2.58351 0.58181 0.021
H -1.64462 3.08057 -0.20770 0.018
H -0.17747 3.29646 -1.10358 0.013
C 1.14471 -0.71891 -0.67521 -0.244
C 0.59770 -1.68817 0.37689 -0.592
C -0.71800 -1.19663 0.98299 -0.351
H 2.28030 -0.41355 -0.69684 0.036
H 1.00819 -1.12819 -1.74083 0.043
H 0.53341 0.24910 -0.68803 0.012
H 0.53016 -2.67942 -0.08575 -0.015
H 1.35582 -1.70819 1.19641 0.004
H -1.15703 -2.11939 1.47582 -0.051
H -1.41357 -0.80564 0.26812 0.027
H -0.82131 -0.50374 1.77990 0.006
```

Summary:
lowest unoccupied orbital energy (alpha / beta): 7.27 / 7.12 eV
net charge: -2
HOMO energy (alpha / beta): 4.69 / 0.41 eV
2S+1: 2

---

Entry 5:
This record from the Open Molecules 2025 dataset describes a cluster of 3 separate species, C4H11O2S in total at a distorted geometry. The level of theory is ωB97M-V/def2-TZVPD.

```
18
Properties=species:S:1:pos:R:3:lowdin_charge:R:1
C 1.29585 0.04900 1.59327 -0.479
O 1.20456 1.35550 1.24746 -0.311
C 0.84703 -0.92789 0.43773 -0.169
C -0.43075 -0.38128 -0.28261 -0.307
C -0.75184 -1.01781 -1.58924 -0.790
S -1.76754 0.06913 -2.62350 0.347
H 0.65482 -0.28232 2.48783 0.101
H 2.30931 -0.37380 1.72924 0.075
H 1.67881 -0.82236 -0.21406 0.082
H 0.59895 -1.99239 0.69391 0.119
H -1.49509 -0.22833 0.10807 0.137
H -0.30338 0.80674 -0.61686 -0.011
H -1.24780 -2.06852 -1.46682 0.106
H 0.13004 -1.46008 -2.20369 0.075
H -0.06828 1.48724 -1.25988 0.258
H -1.11213 2.09536 -0.06099 -0.032
H -0.33477 1.74748 1.14061 -0.088
O -1.20780 1.94433 0.87953 -0.114
```

Summary:
lowest unoccupied orbital energy: 1.87 eV
net charge: -1
HOMO energy: -4.01 eV
2S+1: 1

---

Entry 6:
This record from the Open Molecules 2025 dataset describes a structure of composition C4H11O3 at a distorted geometry. The level of theory is ωB97M-V/def2-TZVPD.

```
18
Properties=species:S:1:pos:R:3:lowdin_charge:R:1
C 1.95715 -0.01767 -1.28694 -0.236
O 2.88448 1.11598 -1.85676 -0.142
C 0.91043 0.68315 -0.40096 -0.225
C -0.23906 -0.17666 0.07645 -0.223
C -0.77372 0.26469 1.45805 -0.488
O -1.91944 -0.34476 1.85700 -0.325
H 3.16026 0.61310 -1.01731 0.039
H 2.35922 -0.79598 -0.61566 0.122
H 1.60493 -0.51875 -2.18612 0.111
H 1.56483 0.94649 0.44147 0.108
H 0.50929 1.59924 -0.83359 0.115
H 0.04448 -1.22168 0.23481 0.110
H -1.05536 -0.17843 -0.66226 0.106
H 0.09250 -0.04086 2.12319 0.087
H -0.79977 1.37165 1.59787 0.089
H -4.20470 -1.26846 0.44065 -0.020
H -2.72775 -0.78215 0.65692 -0.032
O -3.36776 -1.24892 -0.02681 -0.196
```

Summary:
lowest unoccupied orbital energy: 3.47 eV
net charge: -1
HOMO energy: -3.25 eV
2S+1: 1

---

The following energy relative to the best compared isomer or geometry (same formula, charge and spin) values (in kJ/mol) correspond, in order, to the records above: 64.7; 86.3; 64.1; 172.3; 552.4; 274.9.